# 1
73
Properties=species:S:1:pos:R:3 method="wB97M-V/def2-TZVPD" e_above_lowest_kj_mol=374.3 homo_lumo_gap_ev=8.159 charge=0
F -2.94 1.89 4.25
F -3.89 -1.93 -3.54
O 1.43 -1.26 -1.58
O -2.83 -3.84 -3.12
O -1.53 -1.06 4.62
O 3.05 0.72 0.95
O -1.29 2.74 0.97
O 0.64 -0.77 3.90
O -0.93 0.86 3.69
O -1.03 -3.06 -3.95
O 1.42 3.15 1.03
O -0.02 0.69 -2.73
O -2.62 -0.85 0.95
O 1.36 -2.83 1.06
O -1.57 -5.30 -4.25
N 0.16 0.20 0.62
C 1.58 -2.63 -1.42
C -1.79 -4.17 -3.75
C 0.75 -3.11 -0.20
C 3.83 -0.21 0.34
C 2.82 3.20 1.40
C -2.52 2.67 0.23
C -1.59 -1.92 -3.32
C 0.47 -3.23 2.01
C 1.77 -0.93 -2.70
C 3.59 2.04 0.75
C -0.65 1.79 -3.07
C -2.38 0.87 3.68
C -0.54 -0.34 4.00
C -0.73 4.00 1.01
C -2.77 -0.45 4.19
C 1.34 0.58 -2.99
C 0.60 3.80 1.72
C -2.91 -2.49 -2.78
H 1.22 -3.35 -2.29
H -0.51 0.52 1.06
H -3.41 3.23 0.40
H -0.33 2.56 -2.31
H 3.22 4.08 1.08
H 1.32 -1.54 -3.52
H -0.19 -0.60 0.12
H 2.96 2.95 2.49
H 0.77 -4.32 -0.14
H 1.95 1.08 -2.46
H 2.62 -3.08 -1.23
H 3.77 2.16 -0.34
H -1.54 4.67 1.54
H 1.44 0.80 -4.12
H -0.56 2.12 -3.95
H 0.76 0.09 1.34
H 0.99 -3.38 2.93
H -3.25 -0.90 3.38
H -0.30 -2.46 2.12
H 0.39 3.34 2.77
H -3.00 -2.27 -1.62
H 0.90 4.82 1.72
H -2.40 3.10 -0.75
H 4.69 -0.52 0.82
H 3.47 -1.28 0.42
H -1.24 -1.79 -2.05
H 0.36 0.88 0.02
H -1.71 1.85 -2.62
H 2.88 -0.99 -2.81
H -3.07 1.70 0.16
H -0.15 -2.85 -0.30
H -2.79 0.88 2.35
H 4.71 1.97 1.10
H -1.37 -1.28 -4.11
H -3.20 -0.63 0.42
H 4.09 -0.03 -0.73
H -3.49 -0.21 5.14
H -0.43 4.21 0.05
H 0.16 -4.34 1.99


# 2
16
Properties=species:S:1:pos:R:3 method="wB97M-V/def2-TZVPD" smiles=CC.CC e_above_lowest_kj_mol=18.9 homo_lumo_gap_ev=12.886 charge=0
C -2.67 0.04 -1.65
C 2.34 -0.90 0.88
C 2.05 0.53 1.32
C -1.71 0.37 -0.51
H 1.30 0.58 2.11
H 1.42 -1.46 0.76
H -1.61 -0.35 0.31
H 1.68 1.13 0.49
H -3.03 -0.98 -1.58
H 2.93 1.06 1.67
H -2.21 0.17 -2.63
H -0.69 0.58 -0.83
H -3.53 0.71 -1.62
H 2.95 -1.43 1.61
H 2.95 -0.90 -0.03
H -1.99 1.29 0.00


# 3
110
Properties=species:S:1:pos:R:3 method="wB97M-V/def2-TZVPD" e_above_lowest_kj_mol=231.3 homo_lumo_gap_ev="5.260 / 6.166" multiplicity=2 charge=0
Zr -22.84 4.58 8.45
Cl -21.30 2.58 2.32
Cl -19.98 -0.24 3.32
O -17.51 2.20 7.23
O -19.26 5.21 5.91
N -19.04 0.49 9.84
N -24.57 5.85 8.89
N -25.42 5.53 9.95
N -23.55 4.80 11.64
N -25.09 3.13 10.38
N -26.17 4.56 12.25
N -28.83 0.65 1.81
N -26.00 4.86 13.56
N -24.21 3.03 9.28
N -20.82 4.13 7.23
N -19.63 1.52 7.99
N -22.86 -6.31 9.89
N -21.34 6.41 8.46
N -22.42 4.66 10.74
C -23.69 1.76 9.35
C -20.79 8.68 9.08
C -20.73 -2.08 8.85
C -23.62 4.15 6.56
C -21.81 -1.17 8.87
C -21.32 4.84 11.48
C -16.52 0.29 11.11
C -27.45 4.04 12.09
C -21.62 7.51 9.15
C -20.22 1.08 4.36
C -20.11 0.69 8.96
C -19.85 0.86 5.67
C -20.08 5.17 6.84
C -26.49 3.80 4.50
C -19.67 8.63 8.27
C -26.42 6.41 9.93
C -22.30 -3.91 9.21
C -22.57 1.26 8.43
C -27.09 4.52 14.21
C -19.44 7.50 7.49
C -17.88 1.13 9.37
C -20.70 3.07 6.27
C -25.21 6.81 8.14
C -20.82 2.30 3.99
C -22.54 -5.23 9.61
C -23.09 5.19 12.88
C -20.96 3.32 4.90
C -24.69 2.30 3.67
C -20.06 4.34 10.96
C -27.95 1.33 2.21
C -21.53 0.33 9.15
C -26.30 7.33 8.89
C -23.10 -1.67 8.68
C -18.22 1.75 8.10
C -24.68 7.35 6.84
C -18.90 -0.21 11.03
C -16.63 0.97 9.96
C -26.94 2.12 2.82
C -20.25 6.40 7.64
C -25.27 1.92 10.92
C -25.57 1.76 2.76
C -23.35 -3.01 8.92
C -17.70 -0.25 11.67
C -27.02 4.69 15.70
C -27.33 3.27 3.56
C -24.21 3.73 5.56
C -25.11 3.31 4.55
C -21.72 5.23 12.80
C -24.33 1.03 10.41
C -20.18 1.79 6.66
C -28.06 3.96 13.32
C -20.99 -3.43 9.03
B -25.05 4.55 11.12
H -20.14 -4.05 9.26
H -23.75 7.97 6.97
H -26.92 8.18 8.52
H -24.56 6.59 6.01
H -21.50 0.41 10.24
H -23.00 0.81 7.56
H -27.79 3.73 11.13
H -25.30 0.96 2.04
H -19.21 4.22 11.70
H -21.21 4.37 4.68
H -19.81 -0.60 11.46
H -22.51 7.45 9.76
H -26.83 4.57 5.15
H -15.55 0.14 11.56
H -29.05 3.60 13.63
H -18.61 7.48 6.80
H -17.67 -0.87 12.58
H -27.27 6.33 10.67
H -27.40 5.66 15.99
H -26.01 1.67 11.70
H -23.95 -0.98 8.49
H -27.70 3.93 16.18
H -20.13 3.41 10.45
H -18.98 9.49 8.25
H -19.61 5.07 10.23
H -25.48 8.05 6.43
H -19.36 -0.07 6.00
H -21.08 9.54 9.67
H -24.10 0.03 10.71
H -21.03 5.42 13.58
H -25.98 4.49 15.96
H -23.72 1.83 3.94
H -24.32 -3.49 8.94
H -28.35 3.61 3.37
H -19.74 -1.71 8.92
H -15.78 1.39 9.35
H -22.05 2.16 8.03
H -23.77 5.47 13.67